# 1
A molecular structure, C28H85F2N8O15PbS2. Source: OMol25; level of theory: ωB97M-V/def2-TZVPD.

Structure (XYZ):
```
141
Properties=species:S:1:pos:R:3
Pb 3.03 -18.31 19.55
S 0.86 -20.93 21.30
S 0.41 -20.91 19.00
F 0.36 -19.91 17.73
F 2.28 -20.43 21.99
O 2.25 -23.95 24.34
O 2.49 -26.07 19.15
O -1.03 -20.98 19.25
O -3.56 -22.61 20.66
O 1.47 -17.00 17.97
O 4.56 -20.39 19.89
O 4.24 -18.33 21.82
O 3.66 -18.84 24.40
O -0.17 -20.32 22.13
O -2.19 -23.41 15.33
O 0.99 -22.38 21.29
O 4.35 -23.33 13.73
O 1.11 -22.05 18.44
O 2.64 -19.46 26.79
O -1.62 -16.48 20.98
N 1.28 -19.97 19.94
N -1.74 -24.84 20.80
N 1.85 -26.81 21.99
N -2.48 -23.25 12.20
N 0.19 -27.87 18.60
N -0.80 -20.39 25.46
N 3.64 -22.03 17.06
N 1.37 -16.52 20.62
C 3.26 -22.98 24.66
C 1.51 -25.76 22.91
C -0.52 -26.47 16.97
C 0.77 -26.34 24.13
C 3.35 -22.81 15.91
C -1.88 -17.86 21.16
C 0.70 -26.77 17.83
C -1.90 -24.26 13.06
C -3.80 -21.21 20.59
C -2.90 -24.67 21.65
C 0.16 -18.11 25.34
C -3.31 -23.18 21.91
C 1.55 -15.51 22.61
C 3.32 -25.01 19.66
C 2.12 -22.11 15.28
C -1.00 -24.90 12.01
C 1.29 -19.90 26.89
C -1.74 -22.58 16.41
C 4.22 -24.76 13.74
C 0.68 -16.44 21.86
C -2.57 -25.28 22.96
C 0.46 -19.56 25.54
C 1.26 -25.65 18.60
C 4.59 -22.74 15.02
C -0.71 -15.82 21.83
C 3.25 -19.31 28.10
C 2.74 -24.95 23.40
C -1.23 -23.59 14.30
H -0.86 -22.62 13.98
H 2.73 -18.61 28.74
H -1.10 -23.27 16.96
H 3.55 -25.58 23.77
H 3.26 -24.52 22.54
H 0.81 -17.22 17.31
H 3.61 -24.30 18.88
H -3.39 -25.18 23.68
H 5.28 -20.41 19.26
H 0.21 -28.68 18.00
H 0.70 -16.80 19.91
H -2.50 -22.62 22.37
H 1.70 -15.58 20.48
H 2.84 -22.29 25.40
H 4.06 -19.69 24.23
H 0.77 -25.07 22.51
H -1.87 -24.67 23.53
H -2.90 -23.75 11.43
H 1.53 -26.80 24.77
H -4.26 -23.15 22.43
H -0.59 -14.82 21.41
H 0.66 -17.48 22.18
H -1.88 -24.36 19.92
H -0.22 -25.73 16.24
H 3.50 -20.24 28.61
H 1.22 -22.34 15.84
H -1.09 -21.77 16.09
H -1.55 -25.46 11.25
H 2.81 -24.37 20.38
H -2.41 -26.36 22.88
H 1.26 -15.43 23.66
H 1.95 -26.40 21.07
H -2.62 -24.99 13.42
H -0.37 -18.02 24.39
H 5.21 -25.22 13.67
H -1.24 -26.02 17.66
H 3.08 -18.99 25.15
H 1.46 -14.47 22.29
H 3.07 -23.83 16.18
H -1.17 -20.20 24.55
H 4.50 -22.44 17.42
H 0.62 -25.51 19.48
H 1.93 -22.51 14.28
H 0.82 -28.17 19.32
H -2.77 -18.23 20.67
H 0.07 -27.15 23.89
H 3.82 -18.09 22.65
H 4.16 -25.49 20.16
H 4.51 -21.28 20.22
H -0.32 -24.18 11.55
H 4.18 -18.82 27.81
H 3.86 -25.07 14.73
H 1.04 -17.47 25.34
H 1.24 -24.68 18.10
H -0.43 -24.21 14.70
H 5.47 -23.18 15.49
H -2.52 -22.37 17.14
H -0.38 -25.69 12.44
H 4.81 -19.07 22.04
H -3.22 -22.72 12.63
H 0.81 -19.42 27.75
H -2.11 -18.08 22.20
H 3.69 -22.36 23.87
H 1.31 -20.95 27.17
H -1.01 -27.36 16.56
H -1.06 -18.50 20.83
H 1.02 -27.36 21.82
H -3.76 -25.26 21.31
H 0.22 -25.51 24.58
H 1.50 -27.04 17.14
H 2.59 -15.86 22.63
H 1.17 -19.92 24.79
H -1.15 -15.82 22.83
H -2.87 -20.69 20.82
H 4.83 -21.70 14.82
H -4.10 -20.92 19.58
H -4.48 -21.01 21.41
H 1.89 -16.22 17.64
H -1.02 -24.32 21.29
H 3.01 -22.31 17.79
H -0.62 -21.38 25.62
H 3.67 -25.07 12.86
H -0.37 -17.77 26.23
H 4.10 -23.43 25.18
H 2.32 -21.04 15.26
```

Its total charge is +1. As for the spin multiplicity: 1. The gap between HOMO and LUMO comes out at 0.2212 hartree.

# 2
C6H6O3 in the gas phase. Source: OMol25; level of theory: ωB97M-V/def2-TZVPD.

Structure (XYZ):
```
15
Properties=species:S:1:pos:R:3
O 0.41 0.58 2.37
O 0.19 -1.24 1.06
O 0.00 0.63 -1.81
C 0.18 -0.56 2.21
C -1.55 1.10 0.06
C 0.41 -0.66 -0.10
C -0.38 0.38 -0.57
C 1.43 -0.89 -1.04
C 1.10 -0.10 -2.11
H -0.24 -1.29 2.95
H 2.30 -1.41 -0.85
H 1.50 -0.11 -3.05
H -2.06 0.27 0.69
H -2.19 1.50 -0.59
H -1.10 1.81 0.77
```

As for the spin multiplicity: 1. The SMILES is Cc1occc1OC=O. The gap between HOMO and LUMO comes out at 0.3409 hartree.

# 3
A molecular structure, C6H9NO. Source: OMol25; level of theory: ωB97M-V/def2-TZVPD.

Structure (XYZ):
```
17
Properties=species:S:1:pos:R:3
O 0.81 1.31 1.26
N -1.18 -1.46 -0.11
C 0.31 0.73 -1.08
C 0.56 1.86 -0.07
C -0.57 -1.32 1.28
C -0.33 -0.73 -1.04
C 0.84 -0.40 -0.32
C 0.12 0.17 0.90
H -0.26 2.66 -0.09
H -0.82 0.65 0.85
H 0.07 -2.06 1.57
H -1.37 -1.40 2.10
H -2.11 -0.96 -0.17
H 1.78 -0.95 -0.36
H 0.85 1.01 -2.04
H -0.29 -1.17 -2.07
H 1.61 2.08 -0.58
```

As for the spin multiplicity: 1. The gap between HOMO and LUMO comes out at 0.3699 hartree.

# 4
A molecular structure, C28H43CrGeN4S4Si3. Source: OMol25; level of theory: ωB97M-V/def2-TZVPD.

Structure (XYZ):
```
84
Properties=species:S:1:pos:R:3
Ge 2.02 -0.86 -0.54
Cr -0.41 0.02 -0.18
S -0.79 0.32 2.29
S -0.78 -2.32 -0.02
S -2.13 -3.29 -2.53
S -0.51 -0.77 -2.42
Si 2.86 -0.35 1.67
Si 2.95 0.30 -2.44
Si 2.62 -3.16 -0.92
N -2.35 0.77 -0.46
N -3.36 0.95 2.62
N -2.92 -1.26 2.07
N -0.02 2.09 -0.28
C -5.14 -0.65 2.33
C -4.80 2.14 -0.67
C -1.19 -2.21 -1.73
C 1.82 -3.85 -2.47
C -2.44 4.95 -0.14
C 0.05 4.87 0.00
C -2.40 2.15 -0.37
C -5.58 1.78 2.88
C 3.07 -0.89 -3.88
C -1.17 4.24 -0.13
C -1.21 2.83 -0.26
C -4.65 0.64 2.61
C 1.23 4.12 -0.02
C -3.49 0.13 -0.77
C 2.24 -4.31 0.51
C 1.13 2.75 -0.16
C -3.60 4.29 -0.29
C 4.48 -3.20 -1.16
C -4.22 -1.62 2.04
C -3.65 2.84 -0.44
C 4.72 -0.44 1.53
C -2.47 0.00 2.33
C -4.71 0.74 -0.87
C 1.99 1.79 -3.03
C -4.52 -3.03 1.65
C 2.49 1.33 2.42
C 2.22 -1.68 2.82
C 4.69 0.85 -2.00
H 1.48 1.70 2.28
H 1.70 -4.93 -2.34
H 2.26 -1.32 3.85
H 5.02 -2.90 -0.27
H 5.08 -1.43 1.25
H 3.18 2.08 2.04
H -2.20 -1.94 1.75
H -5.59 -3.22 1.71
H -5.59 0.16 -1.12
H -6.19 -0.86 2.31
H 4.69 1.56 -1.17
H 2.28 1.98 -4.06
H 5.13 1.36 -2.86
H -3.99 -3.73 2.29
H 0.85 -3.43 -2.69
H 2.98 -4.23 1.30
H -4.18 -3.20 0.62
H -4.54 4.83 -0.33
H 5.14 -0.20 2.51
H -5.44 2.54 2.11
H 2.83 -2.58 2.74
H -5.33 2.24 3.84
H 5.33 0.01 -1.74
H 2.65 1.23 3.49
H 2.20 4.58 0.08
H -3.39 -0.94 -0.93
H 2.46 -3.68 -3.34
H 4.78 -4.22 -1.41
H 3.84 -1.64 -3.73
H 2.22 2.69 -2.45
H -2.43 6.02 -0.04
H 3.33 -0.31 -4.77
H 2.03 2.15 -0.19
H -6.63 1.47 2.90
H 1.19 -1.94 2.59
H 1.25 -4.15 0.94
H 2.27 -5.34 0.13
H -5.74 2.66 -0.74
H 5.11 0.27 0.81
H 0.91 1.65 -3.00
H 2.13 -1.40 -4.07
H 0.08 5.95 0.10
H 4.80 -2.56 -1.98
```

The expectation value of S² is 8.84. As for the spin multiplicity: 6. The gap between HOMO and LUMO (alpha / beta) comes out at 0.1673 / 0.2240 hartree.

# 5
4 unconnected molecules or ions with the total composition C17H26Cl2N5O5P2S. Source: OMol25; level of theory: ωB97M-V/def2-TZVPD.

Structure (XYZ):
```
58
Properties=species:S:1:pos:R:3
Cl 2.47 -0.46 -2.63
Cl -0.62 -2.29 -0.67
S -2.09 4.25 -1.46
P -1.36 -0.07 1.29
P -2.07 2.39 -0.79
O 0.00 2.09 -2.80
O -2.90 -0.50 0.63
O 1.89 2.66 -1.65
O -0.85 -1.15 2.28
O -1.77 1.24 2.35
N 4.54 -1.50 -5.12
N 0.18 2.79 0.70
N 0.06 3.68 4.24
N -4.49 -2.94 0.79
N -0.18 0.40 0.09
C 2.45 -0.13 0.25
C -5.94 -4.55 1.29
C 5.96 -2.81 -6.20
C -0.27 3.19 6.38
C 0.53 4.36 6.30
C -3.75 -4.02 1.19
C 5.22 -2.08 -7.15
C 4.35 -1.27 -6.45
C 1.71 -0.87 -1.00
C 5.53 -2.43 -4.95
C 0.60 2.19 -1.66
C -0.27 1.81 -0.36
C 0.72 4.63 4.97
C -5.82 -3.25 0.85
C 0.09 -0.59 -0.97
C -4.62 -5.03 1.51
C -0.54 2.79 5.09
H -2.94 2.37 0.34
H 6.74 -3.54 -6.40
H -6.58 -2.53 0.57
H -0.32 -0.33 -2.02
H -2.91 -0.34 -0.34
H 0.92 2.31 1.25
H 1.26 5.43 4.48
H 3.55 -0.51 0.29
H 0.03 3.63 3.23
H -2.67 -3.97 1.21
H -0.60 2.69 7.28
H 5.31 -2.13 -8.22
H 4.04 -1.04 -4.37
H 3.61 -0.56 -6.79
H -4.34 -6.01 1.86
H -2.75 1.26 2.45
H 0.55 3.65 0.24
H 1.99 -0.45 1.26
H 2.37 1.01 0.20
H -2.58 1.49 -1.82
H 1.93 -1.99 -0.83
H -6.86 -5.08 1.45
H -4.12 -2.04 0.50
H 0.92 4.93 7.13
H -1.10 1.95 4.71
H 5.83 -2.75 -3.96
```

Its total charge is -1. As for the spin multiplicity: 1. The gap between HOMO and LUMO comes out at 0.2856 hartree.

# 6
A molecular structure, C31H26N7O6V. Source: OMol25; level of theory: ωB97M-V/def2-TZVPD.

Structure (XYZ):
```
71
Properties=species:S:1:pos:R:3
V -0.15 0.08 -0.25
O 1.59 -0.17 1.00
O -1.59 -0.11 1.19
O 1.19 1.10 -1.45
O -1.60 1.19 -1.20
O -0.09 -1.93 0.17
O -3.21 -1.36 3.06
N -0.05 -2.41 -2.06
N 0.10 2.02 0.66
N -0.35 -1.04 -2.11
N 3.12 -1.04 4.22
N 5.68 -2.49 0.96
N 0.94 2.90 -0.03
N 2.86 -1.14 -0.60
C 2.60 -0.84 0.71
C -1.63 2.40 3.84
C -1.16 0.73 -3.47
C 0.83 -4.46 0.81
C -2.32 2.82 -2.73
C 0.44 -4.15 -0.49
C 2.88 4.32 -1.51
C -2.48 1.80 4.75
C 1.19 -5.76 1.14
C -2.65 -0.12 3.29
C -2.97 0.52 4.46
C -0.55 -1.48 -4.49
C 0.41 -5.15 -1.45
C 3.52 -1.32 1.70
C 4.70 -1.98 1.30
C 1.43 2.30 -1.07
C -1.28 1.77 2.64
C 1.15 -6.76 0.18
C -0.66 -0.59 -3.28
C -2.27 -2.42 2.85
C 0.07 -2.74 -0.81
C 4.07 4.55 -3.58
C 2.70 2.62 -3.19
C 3.74 5.04 -2.33
C -0.38 2.47 1.75
C -1.65 1.50 -2.43
C 2.36 3.10 -1.93
C -1.80 0.49 2.30
C 0.76 -6.45 -1.12
C 3.55 3.34 -4.01
C 3.27 -1.15 3.08
H 0.86 -3.67 1.54
H -1.30 1.09 -4.49
H -2.74 2.30 5.67
H 2.41 -0.55 -1.28
H 3.81 2.95 -4.99
H -2.84 -3.34 2.89
H -1.75 -2.32 1.90
H -0.70 -0.90 -5.40
H -1.21 3.38 4.04
H -0.08 3.48 2.04
H -1.76 3.62 -2.24
H 3.74 -1.57 -0.83
H 4.75 5.11 -4.22
H 4.14 5.98 -1.99
H 1.43 -7.78 0.43
H 0.73 -7.23 -1.88
H -1.30 -2.27 -4.44
H -1.52 -2.42 3.65
H 0.10 -4.89 -2.46
H -3.32 2.82 -2.29
H 0.42 -1.98 -4.51
H 2.60 4.68 -0.52
H -3.62 0.00 5.15
H 1.51 -5.99 2.15
H -2.39 3.02 -3.80
H 2.28 1.67 -3.50
```

Its total charge is -2. The expectation value of S² is 2.01. As for the spin multiplicity: 3. The gap between HOMO and LUMO (alpha / beta) comes out at 0.2265 / 0.2411 hartree.

# 7
A molecular structure, C4H3LiO6V. Source: OMol25; level of theory: ωB97M-V/def2-TZVPD.

Structure (XYZ):
```
15
Properties=species:S:1:pos:R:3
V -4.34 -0.54 -1.64
O -0.98 0.63 -1.06
O -2.63 -0.01 -2.38
O 3.26 -0.87 1.90
O -3.02 0.10 -0.23
O 2.09 -1.32 0.09
O 1.74 0.59 1.26
C -0.43 0.74 0.28
C 2.35 -0.57 1.06
C 0.97 1.26 0.20
C -2.24 0.27 -1.21
Li 3.49 -2.45 0.83
H -1.09 1.45 0.92
H 1.42 0.97 -0.76
H -0.57 -0.25 0.75
```

Its total charge is -1. The expectation value of S² is 6.01. As for the spin multiplicity: 5. The gap between HOMO and LUMO comes out at 0.1104 hartree.

# 8
A molecular structure, C15H32EuNO3P2. Source: OMol25; level of theory: ωB97M-V/def2-TZVPD.

Structure (XYZ):
```
54
Properties=species:S:1:pos:R:3
Eu 0.23 1.15 -0.07
P -2.54 0.88 -0.95
P 2.43 -0.85 0.22
O -0.24 3.62 -0.74
O 1.91 2.38 -1.54
O 0.03 0.87 2.08
N -0.14 -0.79 -1.80
C -0.49 -1.01 3.52
C 2.33 -0.74 -1.63
C 4.23 -0.63 0.48
C -0.92 1.33 4.22
C 1.04 -1.28 -2.26
C -1.30 -2.16 -3.38
C 1.09 -2.24 -3.28
C 2.28 -2.64 0.59
C -2.87 2.01 -2.36
C -0.10 -2.67 -3.87
C -2.63 -0.73 -1.83
C 0.01 0.43 3.41
C -4.19 0.92 -0.15
C 1.42 0.49 4.01
C -1.30 -1.24 -2.34
H 4.78 -1.57 0.28
H 2.04 -2.73 1.66
H -1.95 1.25 3.86
H -2.85 3.04 -2.00
H 1.34 3.19 -1.60
H 3.23 -3.17 0.40
H -0.08 -3.38 -4.69
H -0.90 1.03 5.28
H -2.26 -2.45 -3.80
H 4.63 0.17 -0.16
H 2.11 -0.19 3.50
H 1.37 0.21 5.07
H 2.19 2.17 -2.45
H 1.83 1.51 3.92
H -3.08 -1.45 -1.12
H 2.06 -2.65 -3.56
H -0.20 3.77 0.22
H -3.86 1.79 -2.77
H -1.52 -1.09 3.13
H -4.33 -0.01 0.43
H 1.46 -3.10 0.02
H 3.20 -1.28 -2.03
H -2.10 1.88 -3.13
H -3.34 -0.61 -2.66
H -0.50 -1.32 4.57
H -4.99 1.04 -0.89
H 4.39 -0.36 1.53
H -4.20 1.77 0.55
H -0.76 4.38 -1.08
H 2.45 0.36 -1.92
H 0.16 -1.70 2.96
H -0.60 2.38 4.14
```

Its total charge is +2. The expectation value of S² is 12.06. As for the spin multiplicity: 7. The gap between HOMO and LUMO (alpha / beta) comes out at 0.2473 / 0.3265 hartree.

| no. | DFT total energy (a.u.) |
| --- | --- |
| 1 | -3872.9423 |
| 2 | -457.8971 |
| 3 | -363.7614 |
| 4 | -6894.5628 |
| 5 | -3314.7179 |
| 6 | -2975.8853 |
| 7 | -1557.1814 |
| 8 | -2263.8063 |